1.
The following is a quantum chemistry calculation of a structure of composition C6H10, from the OMol25 dataset.

CARTESIAN COORDINATES (ANGSTROEM)
H -1.648 -0.220 -1.420
H 0.927 -1.211 1.578
H -1.485 -1.546 0.579
H 0.443 -1.576 -1.259
C 0.493 -0.601 0.784
H 1.913 1.084 0.611
C 0.836 0.885 0.637
C 0.911 -0.752 -0.703
C -1.199 0.342 -0.588
H 0.338 1.614 1.286
C -1.044 -0.551 0.683
C 0.290 0.673 -0.789
H -1.483 -0.066 1.561
H 0.611 1.464 -1.460
H -1.816 1.233 -0.434
H 1.991 -0.761 -0.873

As for the electronic energy: -234.5768 Ha. The LUMO energy comes out at 0.0433 Eh. As for the HOMO-LUMO gap: 11.8 eV. The calculation puts the HOMO energy at -10.636 eV. For the relative energy (zero: lowest compared OMol25 entry of this formula, charge and spin), the calculation gives 67.50 kJ/mol.

Mulliken population analysis, charges in e, atoms 1 to 5: number 1, H, carries 0.31; number 2, H, carries 0.42; number 3, H, carries 0.33; number 4, H, carries 0.30; number 5, C, carries -0.34

***

2.
The following is a quantum chemistry calculation of an isolated molecule of C6H10, from the OMol25 dataset.

CARTESIAN COORDINATES (ANGSTROEM)
C -1.293 0.460 0.253
H 2.642 -2.650 -1.051
H 1.537 1.277 0.556
H 0.088 1.045 -1.337
C -2.596 1.097 -0.082
C 1.861 -1.957 -0.760
H -2.616 2.178 0.223
H 0.904 -2.370 -0.391
H 3.178 -0.691 0.451
H -2.863 0.982 -1.222
H 0.866 -0.058 1.515
C 2.161 -0.785 -0.109
C 1.141 0.239 0.461
H -3.483 0.735 0.467
H -1.384 0.056 1.342
C -0.141 0.441 -0.314

As for the electronic energy: -234.4964 Ha. The LUMO energy comes out at 0.0434 Eh. As for the HOMO-LUMO gap: 10.3 eV. The calculation puts the HOMO energy at -9.076 eV. For the relative energy (zero: lowest compared OMol25 entry of this formula, charge and spin), the calculation gives 278.62 kJ/mol.

Mulliken population analysis, charges in e, atoms 1 to 5: number 1, C, carries -0.12; number 2, H, carries 0.30; number 3, H, carries 0.29; number 4, H, carries 0.18; number 5, C, carries -1.07